[1]
Here is a cluster of 4 separate species, C30H67B3N6O4 in total at a distorted geometry from the OMol25 dataset. Energies are from ωB97M-V/def2-TZVPD.

```
110
Properties=species:S:1:pos:R:3:lowdin_charge:R:1
N -1.19401 -2.49386 0.23592 0.098
C -2.20367 -2.45305 1.27927 -0.687
N -2.95304 -3.71149 1.25470 0.089
N -1.52797 -2.39042 2.58745 0.059
C -3.16530 -1.26232 1.08875 0.004
B -3.79062 -1.04324 -0.33461 -0.526
O -5.10834 -0.61655 -0.46983 0.285
B -5.14661 0.53817 -1.25554 -0.513
C -5.74776 1.85345 -0.65960 -0.040
C -6.01747 2.96103 -1.66713 -0.264
O -6.97687 2.56153 -2.64114 -0.053
O -4.54476 0.46357 -2.49809 0.311
B -3.37534 -0.28865 -2.54680 -0.535
C -2.38860 -0.16754 -3.75078 -0.058
C -1.03137 -0.81912 -3.48598 -0.151
C -0.12312 -0.04703 -2.55517 -0.208
C -0.57608 0.98425 -1.73218 -0.037
C 0.28253 1.64444 -0.86379 -0.081
C 1.62395 1.30007 -0.81014 -0.095
C 2.09418 0.28902 -1.64114 -0.089
C 1.22895 -0.37578 -2.48952 -0.045
O -3.06606 -1.14348 -1.50489 0.291
H -0.79851 -1.57303 0.07613 0.075
H -0.43736 -3.08122 0.57369 0.085
H -3.95076 -3.54658 1.22906 0.067
H -2.71679 -4.21539 0.40983 0.075
H -0.90421 -1.59296 2.61593 0.066
H -2.19538 -2.32563 3.34554 0.068
H -3.99559 -1.40900 1.78738 0.113
H -2.67191 -0.34139 1.42011 0.124
H -6.68806 1.57885 -0.16965 0.107
H -5.06865 2.21937 0.11957 0.131
H -5.11389 3.28764 -2.17848 0.121
H -6.40776 3.83586 -1.13478 0.115
H -7.84514 2.62676 -2.23416 0.087
H -2.87129 -0.70414 -4.57809 0.125
H -2.29846 0.86501 -4.09275 0.124
H -0.49715 -0.94541 -4.43146 0.118
H -1.17681 -1.82179 -3.07827 0.125
H -1.61078 1.29966 -1.76459 0.108
H -0.09545 2.43455 -0.22637 0.103
H 2.29157 1.81426 -0.13109 0.098
H 3.14840 0.04039 -1.61538 0.085
H 1.62656 -1.16874 -3.11368 0.113
C -7.18350 0.98418 5.90141 -0.091
C -8.45164 1.33682 5.13860 -0.276
N -8.18887 2.05878 3.90696 -0.201
C -9.37028 2.67081 3.32771 -0.252
C -10.49670 1.75362 2.83587 -0.085
C -7.28821 1.40100 2.97732 -0.247
C -7.65204 -0.00520 2.48414 -0.070
H -6.57106 1.87244 6.06114 0.080
H -7.44241 0.56694 6.87506 0.072
H -6.58221 0.23963 5.37836 0.063
H -9.06810 1.98442 5.76767 0.117
H -9.03551 0.41613 4.97838 0.103
H -9.04736 3.31359 2.50369 0.110
H -9.78484 3.34700 4.08192 0.109
H -10.23181 1.23385 1.91576 0.054
H -11.38641 2.35006 2.62472 0.070
H -10.77141 1.00970 3.58423 0.066
H -6.30061 1.35121 3.44425 0.103
H -7.15628 2.06145 2.11664 0.098
H -7.94992 -0.65989 3.30440 0.068
H -6.78372 -0.45842 2.00048 0.061
H -8.45623 0.00941 1.74934 0.058
C 7.43406 1.41108 -6.30382 -0.092
C 7.43730 0.71348 -4.95194 -0.276
N 6.49193 1.29194 -4.01528 -0.199
C 6.69238 0.86078 -2.64404 -0.245
C 6.48633 -0.62122 -2.30551 -0.076
C 5.11386 1.35335 -4.47205 -0.243
C 4.43463 0.04624 -4.89932 -0.080
H 7.57172 2.48606 -6.18202 0.080
H 8.24965 1.02847 -6.91842 0.072
H 6.50658 1.24209 -6.85190 0.064
H 8.43259 0.81340 -4.51053 0.117
H 7.27712 -0.36556 -5.11015 0.103
H 6.04468 1.46585 -2.00273 0.110
H 7.71614 1.13320 -2.36806 0.110
H 5.43281 -0.90212 -2.30790 0.049
H 6.87185 -0.82162 -1.30272 0.045
H 7.01818 -1.27543 -2.99733 0.072
H 5.06498 2.05000 -5.31274 0.102
H 4.52450 1.82508 -3.68146 0.110
H 5.05575 -0.54364 -5.57493 0.066
H 3.50774 0.27620 -5.42858 0.074
H 4.17254 -0.57413 -4.04266 0.042
C 7.83563 -2.18458 4.62138 -0.092
C 6.69157 -1.68376 3.75267 -0.276
N 7.14106 -0.86509 2.64181 -0.200
C 6.07329 -0.12991 1.99120 -0.248
C 4.97544 -0.92836 1.27869 -0.077
C 8.11664 -1.48371 1.76046 -0.247
C 7.74307 -2.81148 1.08824 -0.080
H 8.46610 -1.35478 4.94295 0.080
H 7.43672 -2.67616 5.50933 0.072
H 8.46055 -2.91086 4.10063 0.064
H 6.03390 -1.06260 4.36660 0.117
H 6.08755 -2.54738 3.43058 0.103
H 6.52783 0.56549 1.27921 0.108
H 5.60042 0.49895 2.75244 0.110
H 5.33196 -1.37309 0.35030 0.037
H 4.15051 -0.26061 1.01824 0.060
H 4.56856 -1.72030 1.90820 0.070
H 9.03516 -1.63960 2.33164 0.101
H 8.38158 -0.75038 0.99408 0.109
H 7.31864 -3.52134 1.79968 0.067
H 8.63889 -3.27057 0.66564 0.073
H 7.03161 -2.68101 0.27372 0.045
```

Properties
- SMILES string: NC(N)(N)CB1OB(CCO)OB(CCc2ccccc2)O1.CCN(CC)CC.CCN(CC)CC.CCN(CC)CC
- Net charge: 0
- Calculated total energy: -1887.59549 a.u.

***

[2]
Here is a cluster of 6 separate species, C30H67IN3O8 in total at a distorted geometry from the OMol25 dataset. Energies are from ωB97M-V/def2-TZVPD.

```
109
Properties=species:S:1:pos:R:3:lowdin_charge:R:1
C 6.58545 3.42306 2.48557 0.035
C 5.39676 2.55058 2.26034 -0.508
O 5.11510 1.54334 2.81879 0.161
O 4.55516 3.01656 1.23689 -0.051
C 3.36989 3.63974 1.69640 -0.170
C 2.40639 3.63070 0.51318 -0.064
N 0.97602 3.57894 0.90805 0.006
C 0.23379 2.31594 0.67216 -0.047
C -0.27868 1.54864 1.90077 -0.260
C 0.21373 0.08939 1.86166 -0.174
C 0.38208 -0.63834 3.17136 -0.827
O 1.39408 -1.01453 3.62922 0.067
I -1.48243 -0.99200 4.20142 0.866
C 0.00689 2.33617 3.17288 -0.103
N -0.08638 3.78479 2.95699 0.147
C 0.57495 4.32347 1.93494 -0.404
N 0.85053 5.67685 1.95168 0.199
H 7.05353 3.65131 1.52638 0.089
H 7.29015 2.91123 3.14035 0.100
H 6.27063 4.35337 2.96750 0.096
H 2.95610 3.07472 2.54418 0.128
H 3.59177 4.66408 2.02344 0.129
H 2.57127 4.50834 -0.11563 0.136
H 2.61742 2.75889 -0.10432 0.134
H 0.86017 1.68711 0.03952 0.129
H -0.62775 2.59524 0.06934 0.129
H -1.36684 1.49457 1.80609 0.136
H 1.16500 -0.02304 1.33243 0.137
H -0.55062 -0.45641 1.31036 0.074
H 0.99822 2.11487 3.58557 0.137
H -0.71417 2.08456 3.95048 0.106
H -0.98744 4.21287 3.14889 0.147
H 0.32710 6.30483 1.36435 0.099
H 1.53241 6.05533 2.58675 0.117
C -2.48353 -3.93827 -2.18917 -0.062
C -1.33799 -2.95961 -2.02131 -0.261
O -1.57522 -1.93930 -1.05438 -0.160
C -1.84179 -2.39354 0.25698 -0.293
C -0.72961 -3.22313 0.87786 -0.082
H -3.39584 -3.40862 -2.46616 0.079
H -2.24461 -4.64584 -2.98250 0.088
H -2.68100 -4.51230 -1.28161 0.057
H -1.17351 -2.42274 -2.95522 0.114
H -0.40961 -3.49386 -1.79020 0.110
H -2.78586 -2.94892 0.29660 0.107
H -2.00537 -1.48382 0.83654 0.080
H -0.57223 -4.15428 0.33428 0.074
H -0.99708 -3.47919 1.90393 0.060
H 0.21969 -2.68113 0.88786 0.076
C -2.42531 6.55690 0.44420 -0.059
C -2.16015 5.06571 0.53951 -0.271
O -2.47617 4.49413 1.80686 -0.204
C -3.84745 4.62954 2.19530 -0.248
C -4.83035 3.96633 1.25062 -0.062
H -1.87556 7.10068 1.21519 0.079
H -2.11043 6.92535 -0.53207 0.090
H -3.48277 6.79184 0.55788 0.078
H -1.09438 4.88203 0.40039 0.084
H -2.68137 4.53384 -0.26260 0.121
H -4.08778 5.68806 2.32755 0.113
H -3.91004 4.16332 3.17869 0.124
H -4.81109 4.40918 0.25462 0.072
H -5.84172 4.07746 1.64022 0.088
H -4.61292 2.90183 1.15199 0.084
C -5.19215 -8.71175 1.98667 -0.078
C -4.04549 -8.31276 1.07490 -0.278
O -4.29586 -7.15190 0.29880 -0.159
C -4.55862 -5.96472 1.01932 -0.283
C -3.42343 -5.52644 1.93009 -0.078
H -6.10388 -8.86792 1.40910 0.082
H -4.94532 -9.63952 2.50359 0.079
H -5.39726 -7.95634 2.74650 0.066
H -3.86530 -9.09864 0.34178 0.119
H -3.12080 -8.19923 1.65275 0.107
H -5.49153 -6.04968 1.58852 0.110
H -4.72673 -5.20802 0.25072 0.111
H -3.22652 -6.24604 2.72521 0.072
H -3.67281 -4.57267 2.39961 0.078
H -2.50567 -5.40291 1.35305 0.061
C 10.83460 0.45525 -0.12818 -0.076
C 9.73500 0.95265 0.79194 -0.278
O 8.99359 2.04842 0.27341 -0.177
C 8.31468 1.81726 -0.94922 -0.279
C 7.28614 0.70027 -0.89058 -0.069
H 11.52740 1.26214 -0.36909 0.084
H 11.38988 -0.34434 0.36260 0.080
H 10.44051 0.05567 -1.06330 0.068
H 10.17071 1.32965 1.71736 0.118
H 9.06478 0.13037 1.06683 0.109
H 9.02869 1.63436 -1.75920 0.109
H 7.81964 2.76352 -1.17426 0.115
H 7.74183 -0.26792 -0.68273 0.071
H 6.77083 0.62372 -1.84885 0.079
H 6.54459 0.89554 -0.11301 0.067
C -5.35383 -2.82069 -6.85711 -0.076
C -4.75974 -2.60549 -5.47658 -0.285
O -3.34210 -2.59019 -5.44838 -0.174
C -2.71173 -1.59032 -6.22831 -0.282
C -3.07832 -0.16980 -5.83330 -0.080
H -4.98606 -3.75097 -7.29111 0.084
H -6.44047 -2.87649 -6.78577 0.079
H -5.11012 -2.00736 -7.54171 0.067
H -5.03839 -3.43256 -4.82274 0.116
H -5.16498 -1.69190 -5.02539 0.107
H -2.90544 -1.75074 -7.29464 0.109
H -1.64429 -1.75190 -6.07359 0.116
H -4.13754 0.03924 -5.98662 0.067
H -2.51090 0.53887 -6.43790 0.077
H -2.84690 0.00549 -4.78098 0.075
```

Properties
- Net charge: +1
- Calculated total energy: -2246.82653 a.u.